P.
9
Properties=species:S:1:pos:R:3 method="wB97M-V/def2-TZVPD" e_lumo_ev=-0.69 spin_multiplicity=1 smiles="N#CC(=O)CO"
C 1.7620 -0.2938 -0.1211
C 0.3578 -0.5939 0.0989
C -0.5360 0.6065 -0.0771
H -1.9884 -0.6785 -0.0176
H -0.2686 1.3438 0.6946
H -0.2952 1.0638 -1.0508
O -0.0225 -1.7162 0.2638
O -1.8744 0.3094 0.0234
N 2.8636 -0.0404 0.1850

=====

Q.
9
Properties=species:S:1:pos:R:3 method="wB97M-V/def2-TZVPD" e_lumo_ev="-1.25 / -1.25" spin_multiplicity=1
N 2.5741 -0.7866 -0.1125
H -0.5568 -1.4601 0.5069
C -0.8902 -0.2508 0.3367
O -2.0812 0.0839 0.2750
C 0.2571 0.3632 -0.1873
H -0.8181 1.5679 -1.1205
C 1.5338 -0.2680 -0.1461
O 0.1373 1.4475 -0.9400
H -0.1629 -0.6675 1.4098

=====

Taking the most stable structure as the zero point, the relative energies in kJ/mol are P 0.0; Q 292.3.

=====

P.
22
Properties=species:S:1:pos:R:3 method="wB97M-V/def2-TZVPD" e_lumo_ev=0.80 spin_multiplicity=1 smiles=CCCN(C)C.O
H 0.8436 -0.0346 -0.6101
H -2.0030 0.1329 0.3533
H 1.2188 -1.2384 -3.0492
H -0.7165 0.2345 -2.4528
C -0.4528 0.5651 2.5444
H -1.5229 0.6774 2.3018
C 1.7854 -0.0901 1.7574
H -2.4860 0.1186 -2.1984
H 1.0456 -1.9176 -4.4396
H 2.0120 -0.2630 2.8229
H -1.5899 1.5572 -1.6181
H -0.0236 1.5668 2.7149
N 0.3209 -0.1843 1.4857
C 0.1186 0.3507 0.1324
H -0.3626 -0.0194 3.4755
C -1.2270 -0.1569 -0.3810
H 2.3920 -0.7840 1.1515
H 2.0714 0.9437 1.5002
O 1.0934 -2.1157 -3.4769
H 0.1851 1.4557 0.1257
H -1.1649 -1.2622 -0.3866
C -1.5377 0.4638 -1.7531

=====

Q.
22
Properties=species:S:1:pos:R:3 method="wB97M-V/def2-TZVPD" e_lumo_ev=0.68 spin_multiplicity=1 smiles=CC(C)[C@H](C)N.O
H 1.5047 -1.3191 1.4953
C 0.7186 -0.6986 1.9464
O -0.2055 -2.7062 -2.4580
C -0.7714 1.3622 1.6154
H -1.6348 -0.0897 -1.2973
H 1.4120 1.6838 -1.1786
H -0.3090 1.9692 -1.0708
H -0.8910 1.0887 2.6701
C 0.2322 0.0550 -0.3754
N -1.0870 -0.5197 -0.5644
H -0.7164 -2.4132 -3.2223
H -0.4700 2.4261 1.6876
H 1.3598 1.1196 1.1632
H 0.5857 -2.1670 -2.5992
H 1.0775 -0.3513 2.9222
H 0.3738 0.9742 -2.3930
H -1.1744 -1.5060 -0.7270
C 0.4136 0.5608 1.1162
H 0.9857 -0.7583 -0.4543
H -1.7073 1.4471 1.0729
H -0.1323 -1.3685 1.9800
C 0.4357 1.2111 -1.3290

=====

R.
22
Properties=species:S:1:pos:R:3 method="wB97M-V/def2-TZVPD" e_lumo_ev=0.75 spin_multiplicity=1 smiles=CCNC(C)C.O
H -0.4675 -1.5542 3.0079
H 0.2283 -2.7240 1.2683
H 1.0318 -0.5546 -0.8655
C 0.2980 -1.1876 -0.2442
C 0.9819 -2.1868 0.7150
H 1.6053 -2.8438 0.1561
H -1.7351 1.4340 2.1039
H 0.9972 1.4673 -5.8928
N -0.7875 -0.2786 0.3805
O 0.7374 1.9076 -6.6629
C -0.1787 0.3001 1.7152
H -1.4491 -0.9808 0.7505
H -0.2771 -1.8451 -0.9004
C -0.6817 1.7278 1.8102
H -0.5591 2.1683 0.8044
H -0.0445 -0.1128 4.2091
H -1.5944 -0.3309 3.4047
H 1.7809 -1.7922 1.3541
H 0.9172 0.2714 1.4867
H 0.1399 2.4362 -6.1573
C -0.5251 -0.4378 3.2294
H -0.3267 2.3564 2.5570

=====

S.
22
Properties=species:S:1:pos:R:3 method="wB97M-V/def2-TZVPD" e_lumo_ev=0.67 spin_multiplicity=1 smiles=CCN(C)CC.O
H -0.3176 1.8424 2.1356
H -0.2764 1.2288 -2.3778
C -1.1642 -1.0932 -0.0586
H 0.3957 0.4951 1.1744
H -0.0740 -0.5799 -2.3645
H -0.5891 -2.7708 1.0837
C 0.0009 1.5061 1.1541
H 0.6596 -1.4989 1.1049
H -2.1419 1.3269 0.5923
N -1.0785 0.1899 -0.7298
H 0.7840 2.1573 0.7671
O 2.5514 -0.3533 0.2926
H -1.7901 -0.8787 0.8126
C -0.0884 0.3348 -1.7741
H -1.1565 2.1621 -0.6250
H -1.7362 -1.7561 -0.7222
C -1.1505 1.3847 0.1407
H 0.5050 -2.5635 -0.2812
H 0.9241 0.5675 -1.3999
H 3.0639 0.0572 -0.4185
H 2.7351 0.2735 1.0074
C -0.0562 -2.0320 0.4861

=====

Taking the most stable structure as the zero point, the relative energies in kJ/mol are P 30.1; Q 0.0; R 172.6; S 69.4.

=====

P.
22
Properties=species:S:1:pos:R:3 method="wB97M-V/def2-TZVPD" e_lumo_ev=-3.51 spin_multiplicity=1 charge=+1 smiles="[H]/N=C1/C2=CCC=CN2[NH2+]N1C"
N -0.2198 -0.0736 1.8270
C 0.1316 -1.2544 1.2019
C 0.2208 -1.2858 -1.7052
C -0.1548 -0.7412 -0.5756
H -0.7041 2.4433 -1.2780
H 0.8774 -0.6471 -3.6339
H 0.6830 -2.6569 2.4551
H 0.3833 1.6759 0.9229
N 0.5147 -2.3764 1.4960
N -0.7526 0.5131 -0.4006
H 0.6584 -2.2681 -1.7311
H -0.0957 1.6248 -3.5067
C 0.0096 -0.5178 -2.9822
H -0.8564 -0.9100 -3.5281
H 1.3093 0.8003 2.9984
H -1.2592 1.5670 1.2575
C -0.5226 1.4012 -1.4861
C -0.1973 0.9349 -2.6839
C 0.3287 0.3235 3.1023
H 0.4443 -0.5716 3.7094
H -0.3592 0.9976 3.6139
N -0.4394 1.0215 0.9270

=====

Q.
22
Properties=species:S:1:pos:R:3 method="wB97M-V/def2-TZVPD" e_lumo_ev=-3.36 spin_multiplicity=1 charge=+1 smiles="N/C=N/[N@H+]1[C@@H]2C=CC=C(N)[C@@H]21"
H 0.4315 0.4599 1.0366
N 4.0258 -0.5344 0.1388
H -3.2593 -0.1925 1.0827
C -0.2509 1.0703 -0.9840
C -1.5908 -0.8310 -0.0142
C -2.1740 1.4645 0.4029
H -2.9479 -2.3231 0.3932
H 0.1078 -1.1006 -1.3467
H -1.0934 3.0280 -0.5472
H 2.7923 0.6364 1.3862
N -1.9712 -2.1439 0.0713
H 3.7572 -0.9785 -0.7482
H 4.6201 -1.0456 0.7593
C -1.1767 1.9623 -0.4119
N 0.7104 0.3930 -0.0178
C 2.8918 0.1140 0.4688
N 1.9321 -0.0979 -0.3488
C -0.3524 -0.3957 -0.7410
C -2.4035 0.1246 0.5811
H -1.4692 -2.9477 -0.1273
H 0.2545 1.3288 -1.9293
H -2.8341 2.0093 0.8957

=====

Taking the most stable structure as the zero point, the relative energies in kJ/mol are P 148.2; Q 0.0.

=====

P.
22
Properties=species:S:1:pos:R:3 method="wB97M-V/def2-TZVPD" e_lumo_ev="-5.29 / -5.29" spin_multiplicity=1 charge=+1
N 0.9033 -0.8006 0.3360
H -4.4105 -0.8845 0.5708
H 1.0022 1.9462 1.3318
C 1.2795 2.0757 0.3004
H 3.2935 -1.8304 0.4978
C 2.0240 -0.1911 -0.0060
N -1.9586 1.1381 -0.0554
C -0.3868 -0.3420 0.2150
C -1.5971 -1.0592 0.1662
H 2.6277 1.4314 -1.0771
H 3.4157 -1.3092 -1.1741
H 0.9709 -1.7785 0.6087
H -4.2876 -0.6137 -1.1705
C -4.0263 -0.2113 -0.1914
H 1.1792 3.0444 -0.1538
C 3.2879 -0.9559 -0.1483
H 4.1491 -0.3388 0.0978
N 2.0297 1.1483 -0.3029
H -1.7372 -2.1186 0.2120
N -0.7061 0.9609 0.0976
C -2.5587 -0.0738 -0.0711
H -4.4940 0.7627 -0.0835

=====

Q.
22
Properties=species:S:1:pos:R:3 method="wB97M-V/def2-TZVPD" e_lumo_ev="-5.11 / -5.11" spin_multiplicity=1 charge=+1 smiles="Cn1cnc2c1=C[N@H+](C)CN=2"
C 2.8213 -0.0180 -1.1351
C 1.0140 -1.1158 -1.1135
H 3.0616 2.4680 -0.2018
C -1.5846 -1.0961 1.3620
H -2.6076 -0.1687 -0.2083
H -0.7801 -1.7959 1.5354
N -1.6018 -0.6516 0.0020
H 3.9273 0.2247 -1.1513
H 1.7071 2.7668 -1.2067
C -1.1822 -1.7489 -1.1139
H -1.5704 -1.2721 -2.0190
C 2.0254 2.2555 -0.2245
C 0.7740 0.1195 -0.4584
N 0.1088 -2.0155 -1.3340
N 1.9292 0.8308 -0.4752
C -0.7595 0.4903 -0.1117
H 1.5531 2.4724 0.7429
H -1.8903 -0.2452 2.0936
H -1.8359 -2.7119 -1.2355
H -2.4122 -1.8661 1.4821
H -1.1233 1.3543 0.4033
N 2.3778 -1.1302 -1.4980

=====

Taking the most stable structure as the zero point, the relative energies in kJ/mol are P 0.0; Q 164.8.

=====

P.
99
Properties=species:S:1:pos:R:3 method="wB97M-V/def2-TZVPD" e_lumo_ev=-0.06 spin_multiplicity=1
C -0.4207 -0.5169 -5.2246
H -2.2905 -0.5533 5.0321
H -3.7826 0.9386 -2.1757
C 0.3083 3.1927 2.7497
H 1.4544 -0.3024 -6.5078
H 5.0006 -5.2604 -4.3919
O 3.6247 -2.1566 -2.1370
H 3.3721 -4.7591 -2.1394
C 0.3885 0.0413 -6.3893
S -0.7210 2.0079 -5.5918
O -2.9040 2.6067 0.1259
S -1.9116 -1.4962 0.5443
H 1.5973 -1.6102 5.4064
C 1.0962 0.4290 -2.0928
S 2.3252 -1.6758 -1.7639
O -0.4281 5.4375 -1.3006
O 2.0511 -3.8298 2.9944
O 1.1590 -3.7206 -5.5033
O -1.4041 1.2149 7.2151
O 1.9248 -0.5313 -2.8276
H -3.7892 -0.0729 5.6108
H 2.9115 -2.7724 5.6126
H -0.9365 5.3203 -3.2914
C -0.9923 -3.8658 0.5549
O -2.3972 1.4274 5.1888
C 1.8540 0.5852 -0.7372
H 2.7549 1.1882 -0.7985
S 0.8584 5.1394 -0.5128
O -1.2538 0.6450 -4.9483
O 2.0254 -5.5916 4.6641
H 1.1142 1.4388 -2.5571
O 0.7536 3.6930 -0.4471
O -0.5229 2.9778 -4.5399
O 1.2953 -2.6444 -1.6227
O 1.2225 0.0774 2.5675
O -2.8697 -2.6377 -0.0836
H 3.3601 -6.3092 -2.9477
O -1.0037 3.2714 5.7987
H 1.2557 3.8456 4.6874
O -0.3730 1.9573 3.0267
O 1.8579 5.6354 -1.5468
H 1.6025 -1.8264 2.8935
S -4.5281 2.5682 0.1405
O 1.7783 1.8803 4.1480
H 0.6810 3.1425 1.6677
O -4.7018 2.6965 -1.4100
H 1.2631 0.8010 0.0880
C -2.3823 2.3398 -1.2719
H -0.2463 6.8801 -2.8103
H -0.4297 3.9384 2.9631
O -1.6415 2.2615 -6.6481
C -2.5767 -3.8935 0.4830
H 3.3323 -2.2836 3.3551
C 4.0669 -4.7391 -4.2877
H -0.6264 -4.4807 1.3814
H -2.8537 -4.6061 -0.2842
H -1.8670 3.2136 -1.5525
O -1.5086 -0.6707 -0.5561
O 0.0841 0.0346 4.7111
S 1.7267 -4.9157 -5.0351
O 1.1219 -6.0928 -5.5043
H 1.2611 4.2877 -3.1094
O 1.9118 -4.9324 -3.4424
H -3.0251 0.3724 7.8102
O 0.6196 1.4706 -6.1414
H 0.1235 0.0255 -1.8944
S 0.6452 0.8181 3.6384
H -1.6596 1.5765 -1.1435
C 1.4935 3.2124 3.7860
O -2.4557 -1.0081 1.7621
H -3.5911 2.2838 -3.1459
C 2.2818 -2.4761 3.4757
C -2.2805 0.1432 7.0951
O 3.2977 -5.0195 -5.4405
O 1.0156 5.8354 0.6843
C -0.1526 5.8168 -2.6845
S -1.9786 2.3994 6.3145
H 0.1593 -0.7462 -4.3450
O -4.9624 3.7871 0.7337
O 0.9244 -3.4610 5.0672
O -3.1259 2.9828 6.9291
O -0.0327 -4.9518 3.3857
O -0.6325 -2.5163 0.9014
S 1.2010 -4.6080 4.0161
H -3.0258 -4.1204 1.4195
C -3.6332 1.9879 -2.1149
H 2.3151 3.5522 3.1733
H 1.8167 5.9288 -3.6231
C 1.2727 5.3504 -2.9132
H -1.7496 -0.8242 7.3544
H -0.5167 -4.1121 -0.3349
C 3.2320 -5.2426 -3.0885
H 4.2149 -3.6787 -4.1387
C 2.0173 -2.4904 4.9860
O 2.2585 -0.7879 -0.4816
H -1.1219 -1.3166 -5.5508
C -2.7577 0.1489 5.6830
H -0.1828 -0.0049 -7.3357
O -5.0368 1.3057 0.5412

=====

Q.
99
Properties=species:S:1:pos:R:3 method="wB97M-V/def2-TZVPD" e_lumo_ev=0.04 spin_multiplicity=1
S -4.7111 -1.2587 7.3780
O 10.1102 2.4297 -1.4145
O -3.7887 -0.4587 8.4678
O 6.9470 -4.2569 -4.7624
O 10.1716 5.0469 -0.7752
S -3.4071 -4.6551 -9.7529
S -10.2354 -2.5984 -5.8790
O 3.5813 7.6504 2.1853
H 3.6447 -3.3092 -7.4388
C 4.1419 -2.0634 -5.7476
H 7.7599 2.0125 0.9398
S 0.5672 -6.6145 4.9354
C -2.7449 -2.3313 -10.3322
H -11.6898 -0.0789 -7.9067
C 1.9835 4.0929 7.9225
O -5.3760 -2.2283 8.5258
O 11.9495 3.4909 0.0454
H -12.5423 -2.2179 -7.4281
O 7.5326 -2.1260 -6.0593
H 0.7638 -0.8838 0.4894
H -1.6199 -7.9771 2.3956
O -3.9681 -2.1109 6.4271
H 0.2679 2.9976 6.9811
O -4.5302 -3.7319 -10.5325
O 0.0273 -6.9462 3.3764
H 8.2385 1.8591 -1.8895
O 0.5228 -5.1688 5.1471
H 1.1413 0.5999 -1.5063
S 3.5664 9.1172 2.1767
O -5.6999 -0.3436 6.7972
O -11.8516 -2.2950 -5.5650
S 10.5399 3.6794 -0.3345
H 4.0691 -0.9980 -5.9661
H 2.7558 4.7865 7.5899
H -2.2220 -1.5761 -9.7454
O -3.1187 -5.9259 -10.4224
H 1.3732 3.8614 5.8898
O -2.2372 -3.5388 -10.0183
H -2.5147 -2.2169 -11.3914
H 3.1926 -2.3518 -5.2961
S 2.9197 1.7196 7.9636
O 4.2487 1.9231 7.3765
O 5.2554 -2.2894 -4.8027
H -3.6871 -3.1119 9.2725
H 8.9206 0.8418 -0.7345
C -1.4505 -8.1760 4.5622
H -0.5435 0.1337 1.0435
O -3.0550 0.8452 -0.5216
C 0.3652 0.8447 -0.7812
S -2.0978 0.1086 -1.3682
C -4.2490 -2.4252 -10.2256
H 7.5390 3.3833 0.0780
H -5.0973 -2.6950 10.4128
O 5.5961 -3.5971 -6.7946
O -2.5003 -0.4623 -2.6782
C 3.9115 10.7524 4.0462
H 4.8463 -2.1165 -7.8442
O -9.4126 -2.2999 -4.6942
H -2.0574 -6.5213 3.2068
C -3.9802 -1.0137 9.7262
H 3.3653 11.6804 4.2152
O 9.5270 3.1120 0.8204
C 8.3213 2.6443 0.2515
H -11.5364 0.2838 -6.1594
H 4.6562 11.7779 2.2792
H -3.1378 -1.0310 10.4176
C -1.3719 -7.3668 3.2639
O 1.7270 -7.3819 5.2067
O 5.0836 9.8336 2.4579
H -4.8609 -1.8741 -10.9397
H -13.5322 -1.1927 -6.3180
O 2.3635 3.1111 8.7883
O -10.0391 -3.7731 -6.7164
O -10.2301 -1.1828 -6.8263
O -0.8010 -7.2977 5.4840
H 0.9085 1.6757 -0.3312
C -0.0166 -0.2025 0.1504
C 4.9395 11.0450 3.0346
O 2.9482 9.8277 3.5400
O -1.1245 -0.8884 -0.4869
O 2.6384 0.4199 8.5560
H 4.4318 10.4129 4.9418
H -4.4890 -2.1736 -9.1926
C 8.8619 1.8983 -0.9962
O 1.9517 1.9986 6.6623
C -11.5362 -0.5025 -6.9142
H -4.7656 -0.3834 10.1434
O -0.7541 1.1607 -1.5486
S 6.5451 -3.1174 -5.5895
C 4.4989 -2.7631 -7.0384
C -12.5373 -1.5733 -6.5492
C 1.3085 3.2677 6.8017
H -2.4274 -8.4327 4.9721
H 5.8036 11.4937 3.5246
H 1.1924 4.6346 8.4412
H -0.7968 -9.0475 4.5981
C -4.4541 -2.4024 9.5829
O -3.6349 -4.6353 -8.3014
O 2.9112 9.7381 1.0246

=====

Taking the most stable structure as the zero point, the relative energies in kJ/mol are P 0.0; Q 689.3.

=====

P.
13
Properties=species:S:1:pos:R:3 method="wB97M-V/def2-TZVPD" e_lumo_ev="-0.17 / -0.17" spin_multiplicity=1
H 3.3084 1.0450 -0.1295
H -2.6578 0.3770 -0.2542
H -2.7578 -0.9560 0.9306
C -2.2988 -0.5630 0.0327
H -2.7038 -1.1490 -0.9135
C 2.8630 0.2074 -0.3829
H -0.7712 1.8298 -0.5151
N -0.8156 -0.5604 0.1313
Si 0.0753 0.8902 0.2687
H 3.1733 -0.5939 0.2537
H 3.0487 -0.2745 -1.3731
H -0.4332 -1.5080 0.2871
H -0.0304 1.2552 1.6642

=====

Q.
13
Properties=species:S:1:pos:R:3 method="wB97M-V/def2-TZVPD" e_lumo_ev=0.31 spin_multiplicity=1
H -2.6858 0.9497 -0.9331
Si -0.5307 -0.4084 -0.4235
N 0.7399 0.5060 0.1399
H 2.4014 -0.5855 0.7519
C 2.0750 0.1079 -0.0426
C -2.0722 0.6655 -0.0236
H 0.0659 -2.5828 0.7430
H 0.5980 0.5290 1.1213
H -0.9653 -1.3036 -1.5122
H -2.8210 0.0606 0.4793
H 2.9321 0.8768 0.1638
H -1.9974 1.6445 0.5038
H 2.2600 -0.4598 -0.9679

=====

Taking the most stable structure as the zero point, the relative energies in kJ/mol are P 0.0; Q 14.8.

=====

P.
13
Properties=species:S:1:pos:R:3 method="wB97M-V/def2-TZVPD" e_lumo_ev=0.25 spin_multiplicity=1 smiles="NC(=O)N(O)/C=C/F"
C 0.3083 -0.2600 -1.1522
O -0.9624 1.8771 1.5176
H 0.6116 -0.4585 2.4059
H 0.6741 -2.0354 0.0605
F 0.7931 -2.3076 -2.0163
C -0.5180 0.8046 1.0755
N -0.0834 0.7686 -0.2333
H 0.3334 0.1515 -2.1571
O -0.3728 1.8798 -1.0110
C 0.5577 -1.5190 -0.9358
H -0.1376 2.6848 -0.3081
H -0.7813 -1.1933 0.9946
N -0.4227 -0.3926 1.7597

=====

Q.
13
Properties=species:S:1:pos:R:3 method="wB97M-V/def2-TZVPD" e_lumo_ev="-2.57 / -2.93" spin_multiplicity=1
O 3.9011 -1.7587 -0.0938
C 0.5781 0.1903 0.5464
H 1.6020 -0.9005 -1.0403
N 3.9464 -0.5198 0.0196
H 0.9805 0.6887 1.3122
C 1.6167 -0.3359 -0.1971
H -1.4345 -0.5922 0.6872
N 2.7730 0.0164 0.2711
C -0.8084 0.0384 0.0823
H -1.0213 -0.3179 -1.0044
H -1.4570 0.8807 0.1561
F 3.1927 2.2217 -0.1589
O 4.9403 0.1392 0.0722

=====

Taking the most stable structure as the zero point, the relative energies in kJ/mol are P 0.0; Q 479.3.

=====

P.
15
Properties=species:S:1:pos:R:3 method="wB97M-V/def2-TZVPD" e_lumo_ev=-0.04 spin_multiplicity=1
H -0.5279 -1.3443 1.9315
C -0.7940 -1.4942 -0.2259
H 1.5682 -1.0881 -1.3019
H 0.7313 1.7336 2.1091
H 1.5763 1.7200 0.5258
O -0.0586 0.4840 0.7154
N 0.9869 -0.3623 -1.6924
C 0.6032 1.6850 1.0248
H -1.9949 -0.4059 1.1707
H 0.9462 -0.3684 -2.7011
C -0.2092 -0.1108 -1.0580
O -0.6758 -2.5996 -0.6698
C -1.0374 -0.9096 1.0755
O -1.1115 0.5525 -1.5430
H -0.0031 2.5080 0.6394

=====

Q.
15
Properties=species:S:1:pos:R:3 method="wB97M-V/def2-TZVPD" e_lumo_ev=0.55 spin_multiplicity=1
H 2.5415 1.0803 -0.5535
O -1.9757 -0.2227 0.9575
N 0.1259 -0.1386 -1.9195
H 1.1052 0.8531 -1.2228
H -2.6862 -0.7581 -0.8495
C -0.7381 -0.1988 0.2987
C -0.8565 -0.3932 -1.1363
H 1.3695 -0.9802 2.4167
C 0.4108 0.0994 0.9148
H -0.0674 -0.3026 -2.9006
C 1.2392 -0.0277 1.9218
O 1.6272 1.3677 -0.4595
H 1.8328 0.8056 2.2689
H -1.8472 -0.4964 1.8700
O -2.0811 -0.6880 -1.6067

=====

Taking the most stable structure as the zero point, the relative energies in kJ/mol are P 135.4; Q 0.0.